[1]
The following is a DFT calculation (the ωB97M-V functional and the def2-TZVPD basis) of a structure of composition C24H68BCuO8 in a non-equilibrium geometry.

Geometry as ORCA input:
```
! RIJCOSX wB97M-V def2-TZVPD def2/J DEFGRID3
* xyz 1 2
C 1.95472 -2.35786 2.46055
H 5.31059 0.46756 -0.35007
H 0.40476 0.07235 -2.33556
H -1.77517 0.55517 -1.94991
O -0.72791 -1.63579 4.76177
C -0.03018 -5.71328 -0.19509
C -5.44638 -0.15840 -0.54303
H 0.29931 -1.48505 -4.11818
O 1.07562 2.98630 -1.18836
H -5.63885 -0.56206 -2.67036
H 0.36927 2.79332 -1.78066
H -1.18974 0.21005 7.59774
H -0.75183 -2.88560 -2.23374
H 0.90286 -2.56539 2.60778
H 2.68936 1.65015 -3.77702
H -1.51550 2.96608 -3.19695
H 5.40134 3.16763 1.10424
H 1.13140 4.21224 1.29824
O 3.49768 0.98272 0.53742
H 5.54328 1.64318 1.79898
C 2.05670 -0.46174 -3.37605
H 0.81826 -5.92085 0.47001
C -1.97813 1.01895 -3.82628
H 0.39055 -0.08725 6.98937
C 4.40381 2.07134 -1.41497
H 1.63153 5.75053 0.57283
H 3.13455 0.50153 -5.02769
H -2.13704 -4.06612 -1.66049
H -3.76364 -0.22273 -3.38513
H 3.73713 2.94237 -1.24610
H 2.21183 -4.30697 1.48877
O 2.01747 -1.45988 1.33735
Cu 1.57993 -0.73295 -0.39538
H -1.03210 -1.06716 4.04895
H 1.12022 6.21371 -1.70092
C 2.47995 -1.57167 3.66570
C -5.99251 0.11233 -1.91552
H 3.02423 -0.79931 -2.98064
C 2.36598 0.75445 -4.29185
H 2.91413 -2.26547 4.35832
H 5.29117 2.50661 -1.94784
C 1.59877 4.66099 0.44421
H 1.44347 0.95231 -4.83438
H 1.80708 -4.27408 -0.86449
H -0.98963 -2.07065 6.71551
C -2.39112 2.37030 -3.40950
H 1.70525 -0.94691 4.13484
H 0.77637 5.07835 -2.88892
H -3.16281 -1.81958 5.53528
H -0.22479 5.93451 7.10542
H -5.60613 0.69685 1.46431
O 1.09866 -3.63953 -0.88364
H -3.68338 -0.58832 0.17857
H -4.95249 -0.69707 8.44671
H -1.67721 0.04400 0.60434
H 1.82298 -1.95364 -4.91867
H 2.50419 5.17676 -2.31946
H -0.09628 4.58902 -0.75516
H 1.42014 -2.49719 -3.31350
C 2.72980 -3.65075 2.16813
C 1.35361 -1.67268 -3.98538
H 2.78911 -4.11351 3.16844
H -7.08540 0.09026 -1.81728
H 2.83243 1.57816 0.24689
O 1.36479 -0.03576 -2.18254
C -0.17613 -4.19826 -0.49380
H 6.69348 2.07129 0.51687
H 3.31784 -0.95773 3.27587
C 0.94563 4.38348 -0.85841
H -6.99794 1.08241 0.40340
C 4.79184 1.37661 -0.11784
C -2.70451 -0.94756 5.96647
H -3.69793 0.56379 -5.00640
O -3.97058 -0.14110 -0.62769
H -0.92819 -6.21560 0.13997
H -3.07516 2.34569 -2.54403
C -5.91044 0.93211 0.42619
O -1.23527 0.39009 -2.71408
H -3.17070 -0.81245 6.93812
H -2.65487 -0.74559 -4.71545
C -3.11971 0.09949 -4.21256
H 3.93904 1.39252 -2.11831
H -0.79011 0.93856 6.02839
H -5.64532 1.11599 -2.23232
H -5.37496 1.85827 0.12512
C -1.22781 -1.19718 6.11658
H -0.64968 -4.61388 -2.51961
H -1.30216 1.22270 -4.60868
B -0.53746 -0.23148 -0.02449
C 5.66000 2.12797 0.86145
H 2.62775 4.26225 0.40036
C -0.65058 0.01814 6.67678
H -0.47684 -3.65920 0.39257
H -2.93706 2.80350 -4.25224
C -1.04050 -3.86969 -1.80829
H 2.57962 -0.69034 1.65988
H 3.75733 -3.38115 1.88616
H 0.22550 -6.24039 -1.06852
H -0.32757 -1.50126 -0.55325
C 1.42617 5.19679 -2.01015
H -2.81700 -0.06776 5.28944
H -5.70175 -1.17589 -0.24750
*
```

The value obtained for the LUMO energy (alpha / beta) is -6.459 / -6.459 eV. For the highest occupied orbital energy (alpha / beta), the calculation gives -7.97 / -7.97 eV.

Results of the Löwdin charge analysis, in e, for atoms 1 through 99: -0.417 0.128 0.030 0.037 -0.094 -0.037 -0.460 0.074 -0.063 0.059 0.041 0.085 0.049 0.129 0.062 0.072 0.089 0.079 -0.085 0.065 -0.405 0.076 -0.429 0.084 -0.038 0.097 0.091 0.093 0.059 0.074 0.046 -0.142 0.414 0.063 0.091 -0.015 -0.068 0.136 -0.016 0.081 0.109 -0.040 0.075 0.081 0.143 -0.044 0.082 0.079 0.074 -0.098 0.081 -0.111 0.053 0.070 0.019 0.093 0.103 0.129 0.056 -0.012 -0.015 0.094 0.096 0.032 -0.157 -0.417 0.091 0.097 -0.514 0.086 -0.397 -0.083 0.092 -0.109 0.086 0.099 -0.055 -0.094 0.022 0.083 -0.019 0.046 0.112 0.092 0.092 -0.461 0.078 0.125 0.216 -0.046 0.080 -0.087 0.109 0.103 -0.032 0.097 0.101 0.059 0.044



[2]
The following is a DFT calculation (the ωB97M-V functional and the def2-TZVPD basis) of a structure of composition C24H68K3N7O14 in a non-equilibrium geometry.

Geometry as ORCA input:
```
! RIJCOSX wB97M-V def2-TZVPD def2/J DEFGRID3
* xyz 0 1
O -3.36255 -3.50465 0.72457
O 2.18137 3.40930 -1.96722
C 5.45312 1.70149 -4.36493
H -4.80391 -0.95041 3.02500
H 4.65017 -1.29377 -3.48786
H -4.12955 -4.11235 -1.22987
H -0.28162 -0.06397 -4.82156
O -0.30542 3.43185 2.23775
O 5.51683 0.30568 -4.40814
H -0.41220 3.86927 -2.30745
O -2.45667 3.84530 -2.73502
H -0.34693 2.83896 1.44517
H -4.96261 -2.37262 2.10486
K 0.21427 2.42997 4.34302
N 1.75507 2.36614 -1.45184
C -4.56324 2.58557 3.14206
H -2.41809 -4.55343 -0.84013
C -2.00343 -0.48822 5.01454
H -1.56282 -1.14812 4.25660
C -0.30192 -1.14779 -4.72415
H -4.60053 1.98284 2.22569
H 0.62731 7.06932 -2.81013
H -1.36297 4.64319 -1.12618
K 0.27297 -0.03113 0.48489
C 0.57126 -3.82774 5.92400
H 1.37695 -3.53802 6.63381
C 5.33316 -0.01746 -1.88614
H -3.15404 3.99929 2.35634
H -3.84859 -5.37693 -0.00583
C -3.30150 3.37714 3.21522
H 0.97225 5.57600 -2.62488
H 1.08668 -4.16081 5.01655
O 0.96095 2.48931 -0.50419
H 6.10896 -1.99681 -1.84786
C 2.48616 -3.45129 -0.48479
H -0.66849 -3.27021 -2.01039
H -0.87278 -5.68710 -3.00093
H 5.66178 1.04139 -1.73944
H -1.63821 1.91789 -2.77508
H -5.43656 3.25298 3.12612
C -0.97004 5.86689 -4.29844
H 3.39011 -1.75486 -1.23436
C 1.39261 -3.16573 0.53081
H 4.47095 2.13255 -4.03798
O -2.31043 2.44204 3.27916
H 1.73625 -2.39039 1.23569
C -0.88123 -0.49419 6.08858
H 6.81559 -0.96847 -0.62418
C -1.03879 5.92849 -2.77925
H -2.16757 2.46191 -1.17105
K 0.93352 5.00450 0.35273
C -3.10664 -1.35514 1.58970
H -3.38364 2.03540 -2.29232
H -3.16217 0.46943 0.63012
H -3.39864 4.06004 4.09818
H 1.13461 -0.14869 5.96505
C -3.01949 -2.22500 0.32334
C 6.45925 -0.99238 -1.65525
H -1.81492 -2.26250 6.84549
C -0.75298 -5.07070 -3.92003
C -3.45168 -4.42373 -0.42400
H -1.03752 -1.55827 -5.44613
O 2.95393 0.62080 1.44301
H 1.33529 -4.01389 1.22136
H -2.08125 0.51461 4.55270
O -0.28589 -2.73911 5.58206
C -2.38252 2.48054 -2.22442
H -0.20607 5.19876 -4.70500
O -1.31595 -3.76929 -3.87721
C -0.48137 -2.96412 -3.06360
H -1.79722 6.60979 -2.41531
H 6.17017 2.14045 -3.66836
C 4.73062 -0.20993 -3.31925
H 0.41108 -2.93355 0.13697
H 0.32163 -4.96499 -4.04088
H 7.28974 -0.87487 -2.37265
H -5.19652 -0.71397 1.42090
H -3.67994 -1.90762 -0.50635
H 0.13835 0.11904 -2.62951
N 0.08035 -0.82014 -2.34787
H -1.09035 0.17043 6.89752
H 2.31937 -4.39754 -1.02008
H -1.54853 2.90256 2.75313
H -1.72821 -1.27999 -3.11633
N 4.32393 -0.34063 -0.87776
H 5.64475 2.15673 -5.34576
H 3.37753 -3.55314 0.11943
C -0.69141 -1.52009 -3.31674
H 4.73931 -0.20986 0.04405
H -0.00671 -4.69006 6.20093
H -1.88580 5.44439 -4.71173
C -1.26491 4.55824 -2.20641
N 0.28898 0.05430 5.41646
H -0.18501 -2.02805 7.57207
H 1.00786 -1.22320 -2.26636
H -2.69730 0.49505 2.20666
H -2.52732 -1.70011 2.44974
H 0.53163 -3.26030 -3.23902
H -4.60699 1.90357 3.97291
O 1.42845 0.08804 2.80517
O 1.95350 1.25259 -1.93750
N -2.54074 -0.02619 1.30909
N 0.33778 6.27351 -2.25439
C -4.56173 -1.35692 2.02402
C -0.77471 -1.92514 6.62471
O 2.63360 -2.39821 -1.38222
H 3.55652 0.28016 -0.98759
H 0.71126 -1.50816 -4.89778
H -2.02051 -2.26936 -0.16775
H -1.26399 -5.58722 -4.78806
H -0.81946 6.83477 -4.81884
H 3.72590 0.20658 -3.38662
O 3.25541 0.82517 3.55450
N 2.57189 0.53667 2.60164
H 0.47962 -0.25756 4.48883
H -2.94986 -0.95482 5.31541
*
```

The value obtained for the LUMO energy is -0.273 eV. For the highest occupied orbital energy, the calculation gives -8.91 eV.

Results of the Löwdin charge analysis, in e, for atoms 1 through 99: -0.202 -0.035 -0.146 0.076 0.128 0.087 0.073 -0.564 -0.164 0.107 -0.172 -0.059 0.081 0.903 -0.579 -0.090 0.083 -0.040 0.069 -0.034 0.063 0.072 0.098 0.733 -0.088 0.097 -0.399 0.107 0.094 -0.378 0.047 0.083 -0.193 0.073 -0.323 0.115 0.087 0.143 0.081 0.080 -0.064 0.045 -0.088 0.097 -0.226 0.063 -0.403 0.078 -0.381 0.068 0.867 -0.410 0.094 0.090 0.123 0.103 -0.240 -0.065 0.126 -0.112 -0.053 0.092 -0.033 0.079 0.058 -0.200 -0.073 0.088 -0.177 -0.236 0.142 0.077 -0.173 0.039 0.077 0.089 0.076 0.134 0.024 0.033 0.121 0.111 -0.048 0.139 0.043 0.086 0.108 -0.463 0.094 0.075 0.075 -0.207 -0.046 0.130 0.054 0.058 0.124 0.106 0.070



Number 1: DFT total energy -87667.113 eV. Number 2: DFT total energy -114056.360 eV.